This record from the OMol25 dataset describes C23H33O24Pb as an isolated structure. The level of theory is ωB97M-V with the def2-TZVPD basis set.

Its highest occupied orbital energy is -2.899 eV. Its energy relative to the best compared isomer or geometry (same formula, charge and spin) is 85.3 kcal/mol. The value obtained for the LUMO energy is 1.314 eV. As for the total charge: -1. The orbital gap comes out at 4.21 eV.

Each line ends with the Mulliken charge.
Element x y z (Å)
1 Pb 0.624 -0.189 1.959  3.91
2 O 1.765 3.374 5.380  -0.48
3 C 1.645 2.013 5.200  0.40
4 O 1.433 1.456 4.094  -0.80
5 O 1.927 1.290 6.196  -0.73
6 H 1.755 3.189 6.346  0.27
7 O 2.235 -3.786 2.923  -0.35
8 C 2.262 -2.825 3.874  0.39
9 O 2.449 -3.030 5.085  -0.69
10 O 1.925 -1.627 3.557  -0.62
11 H 2.555 -4.554 3.417  0.23
12 O -2.405 -1.573 5.386  -0.51
13 C -1.216 -1.199 4.875  0.49
14 O -0.248 -1.133 5.645  -0.65
15 O -1.179 -0.818 3.668  -0.71
16 H -2.204 -1.641 6.327  0.29
17 C 4.170 2.964 -3.270  -1.36
18 C 3.568 3.422 -1.942  0.34
19 C 2.183 4.151 -1.980  -0.44
20 O 1.470 3.369 -1.067  -0.29
21 C 2.177 2.405 -0.472  0.39
22 O 1.744 1.659 0.350  -0.75
23 O 3.414 2.367 -1.032  -0.36
24 H 3.992 3.734 -4.019  0.37
25 H 3.729 2.011 -3.564  0.28
26 H 5.223 2.766 -3.076  0.36
27 H 4.291 4.092 -1.467  0.31
28 H 1.761 4.063 -2.980  0.31
29 H 2.322 5.168 -1.618  0.26
30 C -2.805 -4.850 -2.175  -1.56
31 C -2.904 -3.466 -1.532  0.46
32 C -3.768 -3.443 -0.229  -0.37
33 O -2.864 -3.204 0.834  -0.35
34 C -1.650 -2.968 0.338  0.04
35 O -0.748 -2.540 0.992  -0.50
36 O -1.637 -3.070 -0.993  0.12
37 H -2.230 -4.880 -3.099  0.36
38 H -3.823 -5.179 -2.387  0.47
39 H -2.341 -5.494 -1.426  0.35
40 H -3.293 -2.748 -2.255  0.12
41 H -4.121 -4.470 -0.127  0.30
42 H -4.521 -2.659 -0.186  0.28
43 C -2.479 0.625 -4.467  -1.61
44 C -1.463 -0.022 -3.541  0.71
45 C -0.157 0.775 -3.297  -0.75
46 O 0.107 0.541 -1.939  0.36
47 C -1.049 0.239 -1.251  0.01
48 O -1.123 0.125 -0.072  -0.42
49 O -1.987 0.101 -2.211  -0.39
50 H -2.570 1.699 -4.297  0.37
51 H -3.481 0.249 -4.256  0.36
52 H -2.277 0.535 -5.534  0.36
53 H -1.269 -1.084 -3.696  0.17
54 H -0.324 1.852 -3.395  0.27
55 H 0.700 0.503 -3.911  0.40
56 C -1.436 6.372 2.637  -1.40
57 C -2.073 5.013 2.876  0.39
58 C -2.842 4.433 1.675  -0.57
59 O -2.209 3.218 1.383  -0.29
60 C -1.202 3.005 2.230  0.41
61 O -0.597 1.977 2.176  -0.35
62 O -1.062 4.035 3.077  -0.27
63 H -2.205 7.147 2.558  0.42
64 H -0.897 6.464 1.695  0.31
65 H -0.889 6.653 3.536  0.36
66 H -2.773 4.971 3.711  0.27
67 H -2.768 5.165 0.866  0.28
68 H -3.884 4.221 1.911  0.31
69 C 2.349 -5.563 -1.711  -1.43
70 C 2.406 -4.077 -2.012  0.35
71 C 1.201 -3.414 -2.650  -0.21
72 O 1.124 -2.164 -2.014  0.15
73 C 1.945 -2.165 -0.936  0.07
74 O 1.909 -1.363 -0.051  -0.50
75 O 2.756 -3.224 -0.944  -0.35
76 H 3.330 -6.022 -1.634  0.36
77 H 1.746 -6.075 -2.462  0.34
78 H 1.825 -5.655 -0.757  0.37
79 H 3.292 -3.907 -2.637  0.29
80 H 0.288 -3.990 -2.478  -0.05
81 H 1.379 -3.340 -3.724  0.33

=====

This record from the OMol25 dataset describes a 11-piece molecular cluster, C40H110ClN10O14 overall. The level of theory is ωB97M-V with the def2-TZVPD basis set.

Its highest occupied orbital energy is -4.993 eV. Its energy relative to the best compared isomer or geometry (same formula, charge and spin) is 90.4 kcal/mol. The value obtained for the LUMO energy is 2.226 eV. As for the total charge: -1. The orbital gap comes out at 7.22 eV.

Each line ends with the Mulliken charge.
Element x y z (Å)
1 Cl -0.400 -0.227 -0.318  -0.18
2 O -0.735 0.938 -1.092  -0.47
3 O 0.907 0.024 0.237  -0.28
4 O -1.397 -0.392 0.739  -0.05
5 O -0.347 -1.408 -1.141  0.30
6 C 1.651 -3.136 1.717  -1.70
7 C 2.515 -2.285 2.607  1.12
8 C 1.656 -1.381 3.539  -0.14
9 O 2.460 -0.509 4.319  -0.47
10 C 1.672 0.161 5.279  -0.34
11 N 3.315 -3.140 3.469  -0.87
12 H 1.215 -4.002 2.215  0.54
13 H 2.323 -3.610 1.001  0.42
14 H 0.854 -2.558 1.250  0.19
15 H 3.067 -1.578 1.988  -0.09
16 H 0.924 -1.966 4.096  0.35
17 H 1.106 -0.703 2.886  -0.40
18 H 0.913 0.665 4.681  -0.03
19 H 2.275 0.890 5.820  0.30
20 H 1.208 -0.494 6.016  0.30
21 H 3.998 -3.556 2.852  0.27
22 H 3.807 -2.423 3.983  0.38
23 C 2.023 -1.492 -5.772  -1.53
24 C 1.677 -2.897 -5.380  -0.05
25 C 1.816 -3.179 -3.919  1.02
26 O 1.414 -4.534 -3.650  -0.46
27 C 1.801 -4.926 -2.338  -0.52
28 N 0.367 -3.186 -5.921  -0.66
29 H 2.191 -1.343 -6.838  0.42
30 H 2.896 -1.123 -5.233  0.31
31 H 1.221 -0.768 -5.626  0.27
32 H 2.411 -3.514 -5.899  0.37
33 H 1.158 -2.501 -3.375  -0.55
34 H 2.842 -2.927 -3.650  0.23
35 H 1.463 -4.243 -1.559  0.06
36 H 2.852 -5.081 -2.093  0.20
37 H 1.325 -5.867 -2.062  0.42
38 H -0.370 -2.974 -5.264  0.07
39 H 0.249 -4.187 -5.993  0.41
40 C -2.588 -3.696 1.461  -0.03
41 C -1.980 -4.646 2.482  2.33
42 C -2.495 -4.395 3.896  -1.03
43 O -1.873 -3.166 4.369  0.00
44 C -2.347 -2.781 5.588  -0.92
45 N -2.287 -5.994 2.085  -0.83
46 H -3.676 -3.665 1.520  0.21
47 H -2.323 -3.789 0.408  -0.93
48 H -2.296 -2.688 1.755  -0.22
49 H -0.913 -4.444 2.387  -0.82
50 H -2.192 -5.235 4.520  0.45
51 H -3.583 -4.463 3.877  0.41
52 H -3.333 -2.327 5.490  0.25
53 H -1.744 -2.050 6.127  0.19
54 H -2.318 -3.594 6.314  0.38
55 H -1.877 -6.025 1.162  0.20
56 H -1.820 -6.725 2.602  0.31
57 C -3.195 4.464 4.607  -1.88
58 C -2.535 4.077 3.336  1.17
59 C -1.782 2.723 3.545  -0.10
60 O -2.735 1.672 3.464  -0.56
61 C -2.106 0.365 3.650  0.61
62 N -3.552 3.871 2.322  -0.42
63 H -4.047 3.808 4.784  0.31
64 H -3.593 5.468 4.461  0.50
65 H -2.547 4.497 5.483  0.37
66 H -1.893 4.896 3.008  0.03
67 H -1.280 2.710 4.513  0.69
68 H -1.125 2.543 2.694  -0.31
69 H -1.163 0.165 3.140  -0.44
70 H -2.759 -0.482 3.439  -0.64
71 H -1.860 0.305 4.710  0.55
72 H -4.053 4.744 2.234  0.38
73 H -3.009 3.979 1.477  -0.50
74 C -2.252 -5.874 -1.857  -0.57
75 C -2.733 -4.945 -2.917  0.24
76 C -2.089 -3.462 -3.013  0.97
77 O -2.616 -2.886 -4.144  -0.55
78 C -2.205 -1.495 -4.201  0.05
79 N -2.627 -5.674 -4.206  -0.78
80 H -2.184 -5.343 -0.907  -0.60
81 H -1.354 -6.434 -2.116  0.43
82 H -2.986 -6.648 -1.634  0.49
83 H -3.800 -4.897 -2.699  0.25
84 H -1.005 -3.528 -3.113  -0.27
85 H -2.386 -2.854 -2.159  -0.08
86 H -1.130 -1.326 -4.143  0.00
87 H -2.576 -0.854 -3.401  -0.34
88 H -2.464 -0.993 -5.133  0.45
89 H -2.919 -4.998 -4.897  0.26
90 H -3.246 -6.471 -4.230  0.25
91 C 1.661 2.266 -3.622  -1.20
92 C 2.463 3.077 -2.647  2.06
93 C 3.875 3.429 -3.091  -1.25
94 O 4.737 3.920 -2.075  -0.19
95 C 5.994 4.114 -2.385  -0.81
96 N 1.631 4.334 -2.323  -0.57
97 H 2.180 1.346 -3.892  0.10
98 H 1.377 2.750 -4.556  0.40
99 H 0.748 1.902 -3.152  0.04
100 H 2.582 2.482 -1.742  -0.51
101 H 3.872 4.157 -3.902  0.51
102 H 4.224 2.543 -3.621  0.39
103 H 6.538 3.170 -2.368  0.30
104 H 6.395 4.616 -1.504  0.20
105 H 6.203 4.574 -3.351  0.31
106 H 2.238 5.079 -2.013  0.33
107 H 1.069 4.150 -1.504  -0.04
108 C 6.234 -3.973 -2.807  -1.37
109 C 6.337 -3.225 -1.521  0.33
110 C 5.088 -2.459 -1.172  0.34
111 O 5.038 -1.305 -1.936  -0.52
112 C 3.833 -0.502 -1.655  0.40
113 N 6.690 -4.174 -0.525  -0.74
114 H 7.261 -4.249 -3.046  0.46
115 H 5.921 -3.325 -3.625  0.28
116 H 5.498 -4.775 -2.743  0.28
117 H 7.164 -2.514 -1.511  0.36
118 H 4.995 -2.166 -0.126  0.18
119 H 4.220 -3.084 -1.383  -0.35
120 H 3.624 -0.388 -0.591  0.10
121 H 2.980 -0.919 -2.190  -0.05
122 H 4.001 0.482 -2.094  -0.22
123 H 7.637 -4.480 -0.694  0.28
124 H 6.103 -4.995 -0.541  0.25
125 C -1.421 6.205 -1.024  -1.73
126 C -2.433 5.255 -0.420  0.83
127 C -3.407 4.749 -1.487  -1.01
128 O -4.430 3.925 -0.904  -0.23
129 C -5.636 3.802 -1.695  -1.06
130 N -1.622 4.143 0.098  0.76
131 H -1.935 7.076 -1.431  0.53
132 H -0.793 5.781 -1.807  0.29
133 H -0.708 6.661 -0.336  0.33
134 H -3.014 5.756 0.354  0.42
135 H -2.927 4.084 -2.204  0.27
136 H -3.870 5.553 -2.059  0.57
137 H -5.325 3.250 -2.581  0.40
138 H -5.978 4.788 -2.011  0.37
139 H -6.403 3.219 -1.185  0.24
140 H -1.235 3.607 -0.666  -0.32
141 H -0.894 4.614 0.615  -0.44
142 C 1.457 3.117 1.436  -0.86
143 C 1.360 4.380 2.260  0.96
144 C 2.571 4.940 2.984  -1.27
145 O 3.687 4.906 2.100  -0.18
146 C 4.851 5.489 2.667  -0.85
147 N 0.876 5.437 1.356  -0.39
148 H 0.503 2.749 1.061  -0.26
149 H 1.916 2.326 2.030  0.43
150 H 2.048 3.127 0.520  0.32
151 H 0.602 4.078 2.982  -0.58
152 H 2.814 4.316 3.844  0.50
153 H 2.374 5.889 3.484  0.45
154 H 5.687 5.268 2.004  0.18
155 H 4.980 5.070 3.665  0.33
156 H 4.832 6.578 2.718  0.32
157 H 1.599 5.776 0.737  0.23
158 H 0.676 6.265 1.899  0.31
159 C -4.217 0.334 -1.354  -0.79
160 C -4.766 0.650 0.004  0.65
161 C -4.786 -0.543 0.983  -0.01
162 O -4.929 -0.041 2.323  -0.25
163 C -5.247 -1.056 3.276  -0.92
164 N -3.851 1.636 0.557  0.17
165 H -3.131 0.336 -1.440  -0.30
166 H -4.520 1.131 -2.032  0.13
167 H -4.564 -0.659 -1.643  0.55
168 H -5.810 0.953 -0.080  0.21
169 H -3.865 -1.114 0.864  -0.43
170 H -5.610 -1.207 0.722  0.53
171 H -5.206 -0.722 4.313  0.23
172 H -4.662 -1.968 3.154  0.28
173 H -6.312 -1.285 3.258  0.39
174 H -3.645 2.341 -0.136  -0.09
175 H -2.965 1.170 0.424  -0.34

=====

| no. | strongest force on any atom (Eh/bohr) |
| --- | --- |
| 1 | 0.1115 |
| 2 | 0.1059 |